# C18H17BrNO5S

2 unconnected molecules or ions with the total composition C18H17BrNO5S (ωB97M-V with the def2-TZVPD basis set, the OMol25 dataset).

Output
HOMO energy   -0.1275 Ha
Lowest unoccupied orbital energy   1.4 eV
HOMO-LUMO gap   4.86 eV
Net charge   -1
DFT total energy   -111544.165 eV

CARTESIAN COORDINATES (ANGSTROEM)
Br: 5.850 0.794 -2.100
C: 3.986 0.577 -1.962
C: 3.434 -0.710 -1.892
C: 2.056 -0.853 -1.743
C: 1.197 0.266 -1.635
C: -0.227 0.092 -1.424
C: -1.159 1.068 -1.608
N: -2.516 0.755 -1.459
O: -3.430 1.605 -1.603
O: -2.779 -0.455 -1.197
C: 1.784 1.552 -1.742
C: 3.161 1.710 -1.891
H: 4.078 -1.582 -1.974
H: 1.605 -1.841 -1.751
H: -0.562 -0.920 -1.201
H: -0.924 2.100 -1.891
H: 1.129 2.421 -1.734
H: 3.584 2.709 -1.968
C: -0.862 4.427 1.032
C: -0.010 3.255 1.461
O: -0.865 2.105 1.572
C: -0.221 0.922 1.818
C: -1.160 -0.025 2.341
S: -0.582 -1.404 3.115
C: -0.784 -2.607 1.754
C: 0.227 -2.812 0.817
C: -0.020 -3.634 -0.285
C: -1.294 -4.201 -0.457
C: -2.311 -3.938 0.469
C: -2.049 -3.140 1.576
O: -1.530 -1.815 4.185
O: 0.970 0.725 1.585
H: -0.208 5.305 0.990
H: -1.280 4.239 0.032
H: -1.671 4.629 1.746
H: 0.770 3.059 0.710
H: 0.460 3.469 2.436
H: -2.146 0.330 2.612
H: 1.178 -2.302 0.968
H: 0.772 -3.812 -1.016
H: -1.506 -4.820 -1.329
H: -3.320 -4.333 0.337
H: -2.826 -2.907 2.304

Atomic partial charges in e from the natural (NBO) method, atoms 1 to 6:
1 Br 0.05
2 C -0.08
3 C -0.24
4 C -0.17
5 C 0.01
6 C -0.09

# C18H17Cl2NO3S

A single C18H17Cl2NO3S molecule (ωB97M-V with the def2-TZVPD basis set, the OMol25 dataset).

Output
Energy relative to the best compared isomer or geometry (same formula, charge and spin)   0.000 eV
HOMO energy   -0.3202 Ha
Lowest unoccupied orbital energy   0.5 eV
HOMO-LUMO gap   9.18 eV
Net charge   0
SMILES string   O=C(COC(=O)CCSc1ccc(Cl)cc1)NCc1ccccc1Cl
DFT total energy   -62456.097 eV

CARTESIAN COORDINATES (ANGSTROEM)
O: 1.856 3.061 -2.064
C: 1.008 2.315 -1.628
C: -0.259 2.854 -0.946
O: -0.806 1.960 0.019
C: -0.061 1.730 1.108
O: 1.016 2.219 1.305
C: -0.753 0.752 2.036
C: -0.215 -0.659 1.819
S: -0.533 -1.302 0.139
C: -2.281 -1.058 -0.061
C: -3.183 -1.272 0.972
C: -4.535 -1.069 0.762
C: -4.983 -0.671 -0.488
Cl: -6.671 -0.415 -0.747
C: -4.090 -0.479 -1.532
C: -2.740 -0.669 -1.314
N: 1.036 0.976 -1.734
C: 2.236 0.251 -2.103
C: 2.800 -0.427 -0.882
C: 3.304 0.358 0.150
C: 3.761 -0.210 1.324
C: 3.724 -1.586 1.484
C: 3.231 -2.387 0.470
C: 2.768 -1.806 -0.701
Cl: 2.142 -2.847 -1.935
H: -1.046 3.008 -1.687
H: -0.001 3.808 -0.476
H: -0.542 1.048 3.065
H: -1.828 0.785 1.854
H: 0.872 -0.677 1.905
H: -0.641 -1.353 2.544
H: -2.843 -1.603 1.941
H: -5.238 -1.228 1.564
H: -4.449 -0.176 -2.502
H: -2.035 -0.522 -2.118
H: 0.314 0.423 -1.287
H: 1.993 -0.477 -2.880
H: 2.941 0.988 -2.497
H: 3.320 1.430 0.027
H: 4.140 0.421 2.113
H: 4.079 -2.039 2.398
H: 3.196 -3.459 0.582

Atomic partial charges in e from the natural (NBO) method, atoms 1 to 6:
1 O -0.62
2 C 0.66
3 C -0.17
4 O -0.51
5 C 0.81
6 O -0.59

# C18H17ClN4O4S2

A single C18H17ClN4O4S2 molecule (ωB97M-V with the def2-TZVPD basis set, the OMol25 dataset).

Output
Energy relative to the best compared isomer or geometry (same formula, charge and spin)   3.300 eV
HOMO energy   -0.3104 Ha
Lowest unoccupied orbital energy   -0.1 eV
HOMO-LUMO gap   8.40 eV
Net charge   0
SMILES string   CCN(c1ccc(OC)cc1)S(=O)(=O)c1nnc(NC(=O)c2ccccc2Cl)s1
DFT total energy   -67283.971 eV

CARTESIAN COORDINATES (ANGSTROEM)
C: -0.890 4.405 2.044
C: -0.832 3.729 0.681
N: 0.469 3.122 0.464
C: 0.889 2.054 1.292
C: 2.251 1.865 1.489
C: 2.721 0.821 2.267
C: 1.827 -0.044 2.888
O: 2.171 -1.092 3.684
C: 3.538 -1.349 3.903
C: 0.459 0.156 2.700
C: -0.007 1.178 1.903
S: 0.918 2.960 -1.119
O: 0.312 3.993 -1.895
O: 2.328 2.764 -1.234
C: 0.188 1.379 -1.561
N: -0.963 0.980 -1.158
N: -1.254 -0.266 -1.488
C: -0.305 -0.860 -2.135
N: -0.333 -2.145 -2.572
C: -1.173 -3.166 -2.149
O: -1.180 -4.214 -2.743
C: -2.011 -2.876 -0.956
C: -3.390 -3.021 -1.058
C: -4.204 -2.798 0.037
C: -3.642 -2.451 1.254
C: -2.269 -2.331 1.379
C: -1.458 -2.540 0.278
Cl: 0.257 -2.404 0.466
S: 1.104 0.177 -2.415
H: -1.845 4.912 2.158
H: -0.781 3.674 2.842
H: -0.090 5.135 2.133
H: -0.940 4.468 -0.113
H: -1.636 2.993 0.572
H: 2.946 2.534 1.010
H: 3.786 0.703 2.386
H: 3.572 -2.222 4.552
H: 4.030 -0.508 4.402
H: 4.060 -1.573 2.968
H: -0.226 -0.515 3.194
H: -1.069 1.287 1.756
H: 0.333 -2.407 -3.289
H: -3.811 -3.304 -2.010
H: -5.273 -2.901 -0.058
H: -4.271 -2.280 2.114
H: -1.823 -2.082 2.329

Atomic partial charges in e from the natural (NBO) method, atoms 1 to 6:
1 C -0.62
2 C -0.23
3 N -0.69
4 C 0.15
5 C -0.20
6 C -0.30

# C18H17CoN4O7S

A molecular structure, C18H17CoN4O7S (ωB97M-V with the def2-TZVPD basis set, the OMol25 dataset).

Output
HOMO energy (alpha / beta)   -0.3073 / -0.3066 Ha
Lowest unoccupied orbital energy (alpha / beta)   -0.1 / -3.5 eV
HOMO-LUMO gap (alpha / beta)   8.25 / 4.85 eV
Net charge   0
Spin multiplicity   5
DFT total energy   -87696.081 eV

CARTESIAN COORDINATES (ANGSTROEM)
Co: -0.402 -1.768 0.443
O: -4.151 -2.316 0.725
C: -3.104 -2.348 0.131
O: -1.991 -2.841 0.496
C: -3.077 -1.740 -1.338
C: -1.983 -2.436 -2.158
C: -2.103 -2.061 -3.644
C: -1.578 -0.616 -3.630
C: -1.267 -0.427 -2.139
O: -0.812 -1.721 -1.752
C: -2.601 -0.280 -1.375
C: -2.356 0.409 0.029
O: -3.016 1.392 0.277
O: -1.444 -0.094 0.748
H: -4.088 -1.854 -1.723
H: -1.877 -3.502 -1.961
H: -3.122 -2.145 -4.014
H: -1.460 -2.710 -4.237
H: -2.307 0.110 -3.981
H: -0.656 -0.509 -4.200
H: -0.483 0.298 -1.935
H: -3.322 0.366 -1.878
N: 0.918 5.700 1.416
C: 1.175 4.397 1.112
C: 0.311 3.690 0.265
C: 0.635 2.416 -0.138
C: 1.804 1.820 0.303
C: 2.637 2.478 1.191
C: 2.328 3.760 1.595
S: 2.268 0.254 -0.409
O: 1.744 0.228 -1.748
O: 3.672 0.027 -0.235
N: 1.372 -0.884 0.420
C: 1.806 -1.407 1.562
N: 1.005 -2.433 1.979
C: 1.431 -3.179 2.981
C: 2.632 -2.910 3.624
C: 3.279 -1.738 3.241
N: 2.880 -0.999 2.228
H: 0.009 6.073 1.201
H: 1.438 6.135 2.156
H: -0.606 4.152 -0.071
H: -0.002 1.876 -0.814
H: 3.527 1.975 1.533
H: 2.976 4.287 2.282
H: 0.793 -4.002 3.276
H: 3.013 -3.547 4.405
H: 4.155 -1.374 3.761

Atomic partial charges in e from the natural (NBO) method, atoms 1 to 6:
1 Co 1.82
2 O -0.58
3 C 0.79
4 O -0.78
5 C -0.36
6 C 0.08